Entry from the OMol25 dataset: a structure of composition InO4P (ωB97M-V/def2-TZVPD).

Last column: natural (NBO) charge in e.
Element x y z (Å)
In1 -2.429 0.863 -2.297  0.82
P1 0.560 -0.031 0.384  2.42
O1 -0.589 0.181 1.429  -1.05
O2 1.600 0.988 0.508  -1.18
O3 -0.283 -0.595 -0.804  -1.18
O4 1.141 -1.405 0.779  -0.83

Results
- highest occupied orbital energy (alpha / beta) (Eh) = -0.12654 / -0.09274
- charge = -1
- 2S+1 = 2
- gap between HOMO and LUMO (alpha / beta) (eV) = 4.77 / 3.88